Below is a structure of composition C18H48F4FeN2O14S4 in a non-equilibrium geometry, with properties calculated with the ωB97M-V functional and the def2-TZVPD basis.

Geometry as XYZ:
```
91
Properties=species:S:1:pos:R:3:lowdin_spin:R:1
Fe 1.39369 -2.81218 -0.60921 3.779
N 0.42357 -1.12617 -0.17666 0.036
S -0.40721 -0.60936 0.98354 0.006
O -1.79466 -0.20450 0.84272 0.010
O 0.34741 0.03893 2.09778 0.008
F -0.63926 -2.10762 1.59941 0.001
S 0.45755 0.50612 -0.70963 0.004
O 1.57853 1.29268 -0.12389 0.008
O -0.69785 1.25923 -1.17421 0.006
F 1.11472 0.27955 -2.09119 0.001
N 5.27601 -1.62450 -2.85855 0.003
S 3.94647 -0.69717 -2.23991 0.003
O 4.08242 0.69662 -1.93765 0.003
O 2.95992 -1.51826 -1.50851 0.029
F 3.19673 -0.42269 -3.63912 0.001
S 5.97431 -1.59099 -1.49167 0.000
O 5.46497 -2.41783 -0.40800 0.000
O 6.65725 -0.38844 -1.05645 0.000
F 7.26409 -2.58180 -1.90496 0.000
C -4.11536 0.07780 3.41718 0.000
C -3.78801 -1.02509 4.39694 0.000
C -4.13783 -2.42917 3.89364 0.000
O -2.41611 -0.82406 4.69003 0.000
H -5.17950 -0.13747 3.32044 0.000
H -3.48983 0.12808 2.52595 0.000
H -4.10496 1.08699 3.82892 0.000
H -4.27826 -0.80579 5.34543 0.000
H -5.20577 -2.55962 3.71873 0.000
H -3.60909 -3.24686 4.38346 0.000
H -3.59667 -2.58302 2.96006 0.000
H -2.40973 0.06294 5.05716 0.000
C 3.07110 -3.58742 3.11768 0.002
C 2.64210 -2.52697 2.19855 0.004
C 3.43722 -1.28910 2.39715 0.001
O 2.76613 -3.06210 0.92982 0.055
H 2.29785 -4.35565 3.11812 0.000
H 3.02782 -3.09296 4.08811 0.000
H 4.05661 -4.01376 2.93030 0.000
H 1.57883 -2.39826 2.40106 0.000
H 3.05857 -0.63045 1.61554 0.000
H 4.50361 -1.33956 2.17719 0.000
H 3.36709 -0.83064 3.38356 0.000
H 3.71790 -3.15135 0.84170 0.003
C -1.63188 -5.51200 -1.88065 0.001
C -1.46680 -4.18994 -1.28682 0.003
C -2.71125 -3.69509 -0.40559 0.001
O -0.38614 -4.26705 -0.33089 0.031
H -0.71970 -5.88092 -2.34962 0.000
H -2.36739 -5.45339 -2.68295 0.000
H -1.96181 -6.28174 -1.18297 0.000
H -1.26857 -3.43864 -2.05124 0.001
H -3.54894 -3.75116 -1.10072 0.000
H -2.53207 -2.65438 -0.13552 0.000
H -2.80224 -4.32936 0.47617 0.000
H -0.50534 -5.08178 0.16267 0.001
C -2.30147 6.13705 -2.10494 0.000
C -1.60060 4.79864 -2.12976 0.000
C -0.08567 4.96463 -2.08254 0.000
O -2.06559 3.87037 -1.18858 0.000
H -3.26789 6.12983 -2.60901 0.000
H -1.78874 7.02873 -2.46567 0.000
H -2.62700 6.26904 -1.07310 0.000
H -1.80399 4.45854 -3.14518 0.000
H 0.19941 5.79621 -2.72698 0.000
H 0.30268 4.06322 -2.55660 0.000
H 0.36826 5.12569 -1.10473 0.000
H -1.70018 2.98591 -1.26474 0.000
C 5.30973 2.58213 1.42832 0.000
C 3.91623 3.10249 0.95658 0.000
C 3.53810 4.50038 1.41838 0.000
O 3.93613 3.28251 -0.46386 0.000
H 5.85918 2.11446 0.61133 0.000
H 5.22609 1.83760 2.22001 0.000
H 5.99497 3.28794 1.89779 0.000
H 3.15222 2.39235 1.27292 0.000
H 4.32560 5.22253 1.20286 0.000
H 3.32945 4.70767 2.46795 0.000
H 2.62258 4.89337 0.97625 0.000
H 3.81231 2.39364 -0.80469 0.000
C -3.71981 -0.16519 -2.32763 0.000
C -4.49306 1.03594 -2.81607 0.000
C -3.93490 1.58892 -4.12764 0.000
O -5.80896 0.69748 -3.03273 0.000
H -4.07680 -1.06703 -2.82494 0.000
H -4.03244 -0.24274 -1.28630 0.000
H -2.67686 0.14920 -2.28881 0.000
H -4.40430 1.73709 -1.98623 0.000
H -3.91695 0.74815 -4.82109 0.000
H -2.90442 1.89120 -3.94098 0.000
H -4.40404 2.43808 -4.62457 0.000
H -6.16949 0.34126 -2.21743 0.000
```

Output
* charge: 0
* gap between HOMO and LUMO (alpha / beta): 6.826 / 6.393 eV
* ΔE to the lowest compared entry with this formula, charge and spin: 134.5 kcal/mol
* maximum force: 13.25 eV Å⁻¹
* E: -5133.11151 hartree
* 2S+1: 5

Below is a structure of composition C36H44CoN2Si in a non-equilibrium geometry, with properties calculated with the ωB97M-V functional and the def2-TZVPD basis.

Geometry as XYZ:
```
84
Properties=species:S:1:pos:R:3:lowdin_spin:R:1
C 0.61483 2.68445 1.60674 0.121
C 1.04292 2.73796 0.24779 0.103
C -0.11992 2.73888 -0.58985 0.080
H 2.05266 2.88656 -0.11191 0.004
C -1.26079 2.59458 0.27271 0.086
C -0.79060 2.59058 1.62286 0.120
H -1.42388 2.60682 2.50990 0.005
H 1.25908 2.79053 2.47870 0.005
H -0.14890 2.96047 -1.64530 0.002
H -2.28646 2.65370 -0.06462 0.002
Co -0.11770 0.60082 -0.03216 2.876
C -0.42158 0.13821 -1.84917 0.305
H -1.35050 0.54796 -2.25665 0.022
H -0.44675 -0.95254 -1.93040 0.033
H 0.40851 0.52288 -2.45133 0.025
Si -0.62137 -1.26049 -5.99299 0.002
C 1.13532 -1.03434 -6.51458 0.000
C 1.78779 0.18483 -6.26492 0.000
H 1.24985 1.01124 -5.79051 0.000
C 3.13061 0.34082 -6.62429 0.000
H 3.63409 1.29165 -6.43091 0.000
C 3.82664 -0.71431 -7.22883 0.000
H 4.87838 -0.59094 -7.50465 0.000
C 3.17078 -1.93004 -7.48498 0.000
H 3.71237 -2.74879 -7.96079 0.000
C 1.82848 -2.09106 -7.12725 0.000
H 1.31284 -3.03599 -7.32551 0.000
C -1.59610 0.23653 -6.46958 0.000
C -1.40810 0.89271 -7.69973 0.000
H -0.67039 0.52187 -8.41801 0.000
C -2.16967 2.02592 -8.00717 0.000
H -2.00881 2.54850 -8.95420 0.000
C -3.13379 2.49452 -7.10444 0.000
H -3.72580 3.38303 -7.34324 0.000
C -3.34029 1.82077 -5.88926 0.000
H -4.09028 2.18313 -5.18545 0.000
C -2.58672 0.68388 -5.58120 0.000
H -2.76145 0.14128 -4.64594 0.000
H -0.63329 -1.50401 -4.53319 0.003
H -1.22554 -2.37037 -6.76167 0.000
C -5.19052 -1.16116 4.37235 0.000
C -3.68873 -1.28441 4.64316 0.001
C -3.30861 -0.30424 5.75987 0.000
C -3.40429 -2.71034 5.12567 0.000
C -2.85820 -1.00677 3.38490 0.005
C -3.43714 -0.62976 2.16367 0.003
C -2.63189 -0.28047 1.07880 0.012
N -1.27493 -0.35668 1.11987 0.074
C -0.70268 -0.82876 2.28235 0.010
C -1.45723 -1.11154 3.43554 0.002
C 0.74026 -0.70457 2.27751 0.008
C 1.56164 -0.79102 3.40696 0.002
C 2.91353 -0.43231 3.32553 0.005
C 3.39893 -0.10323 2.04086 0.003
C 2.53805 0.02672 0.96158 0.011
N 1.20628 -0.19764 1.07831 0.064
C 3.86319 -0.31463 4.53127 0.000
C 5.10384 -1.18879 4.30834 0.000
C 4.35102 1.13254 4.69546 0.000
C 3.19829 -0.75781 5.83594 0.000
H -5.73261 -1.38112 5.29859 0.000
H -5.50918 -1.88407 3.61063 0.000
H -5.45473 -0.14527 4.05186 0.000
H -3.91284 -0.52094 6.64909 0.000
H -2.25013 -0.38609 6.03642 0.000
H -3.51130 0.73076 5.45364 0.000
H -3.68878 -3.44082 4.35393 0.000
H -2.34387 -2.85912 5.37415 0.000
H -4.00324 -2.90927 6.02372 0.000
H -4.52459 -0.54662 2.04951 0.000
H -3.05390 0.10273 0.15382 0.001
H -0.93291 -1.36572 4.36465 0.000
H 1.09416 -1.09037 4.35275 0.000
H 4.45647 0.12297 1.89519 0.000
H 2.89636 0.34008 -0.02300 0.001
H 5.66928 -0.88431 3.41535 0.000
H 5.76772 -1.09597 5.18016 0.000
H 4.82603 -2.24802 4.20566 0.000
H 3.51094 1.81724 4.86857 0.000
H 5.02127 1.19591 5.56205 0.000
H 4.90599 1.47567 3.81427 0.000
H 2.32956 -0.13274 6.07829 0.000
H 2.89335 -1.80985 5.78156 0.000
H 3.91972 -0.66235 6.65715 0.000
```

Output
* charge: +1
* gap between HOMO and LUMO (alpha / beta): 6.790 / 6.486 eV
* ΔE to the lowest compared entry with this formula, charge and spin: 0.0 kcal/mol
* maximum force: 4.19 eV Å⁻¹
* E: -3179.67401 hartree
* 2S+1: 5